(1)
C6H9N | ωB97M-V/def2-TZVPD

XYZ file:
```
16
Properties=species:S:1:pos:R:3:lowdin_charge:R:1
C -2.723 -0.002 2.023 -0.1114
C -1.388 0.171 1.446 -0.0822
C -0.293 0.317 0.963 -0.0206
C 1.011 0.535 0.326 -0.2327
N 1.394 -0.585 -0.528 -0.1243
C 2.123 -0.216 -1.728 -0.1527
C 0.705 -0.646 -1.801 -0.1514
H -3.307 0.922 1.940 0.0760
H -2.665 -0.272 3.083 0.0756
H -3.270 -0.795 1.501 0.0768
H 0.969 1.485 -0.239 0.1177
H 1.786 0.657 1.092 0.1211
H 2.924 -0.889 -2.025 0.0988
H 2.329 0.843 -1.893 0.1009
H -0.043 0.120 -2.012 0.1074
H 0.447 -1.644 -2.146 0.1009
```

Summary:
SMILES string	CC#CCN1CC1
net charge	0
energy relative to the best compared isomer or geometry (same formula, charge and spin)	3.161	eV
molecular weight	95.14	g/mol
E_tot	-288.66588	Ha
2S+1	1

(2)
C9H10BNO2 | ωB97M-V/def2-TZVPD

XYZ file:
```
23
Properties=species:S:1:pos:R:3:lowdin_charge:R:1
C -2.887 0.588 -1.108 -0.0689
C -2.829 0.265 0.418 -0.1864
N -1.408 -0.115 0.618 0.1221
B -0.580 -1.168 0.721 -0.6644
O -0.981 -2.433 0.968 0.1537
C 0.944 -0.727 0.380 0.0045
C 2.069 -1.411 -0.159 -0.0123
C 3.209 -0.650 -0.417 -0.0978
C 3.317 0.703 -0.279 -0.0973
C 2.237 1.375 0.195 -0.0173
C 1.029 0.693 0.385 -0.1430
C -0.275 1.318 0.580 -0.1838
O -0.570 2.461 0.593 0.1647
H -3.526 -0.199 -1.574 0.0783
H -3.441 1.536 -1.178 0.0742
H -1.913 0.543 -1.521 0.0566
H -3.142 0.994 1.086 0.0765
H -3.540 -0.621 0.618 0.1382
H -0.226 -3.070 1.129 0.1289
H 2.025 -2.468 -0.137 0.0930
H 4.016 -1.163 -0.946 0.1095
H 4.314 1.035 -0.627 0.1228
H 2.157 2.514 0.256 0.1482
```

Summary:
SMILES string	CCN1B(O)c2ccccc2C1=O
net charge	0
energy relative to the best compared isomer or geometry (same formula, charge and spin)	1.014	eV
molecular weight	175.00	g/mol
E_tot	-579.06871	Ha
2S+1	1

(3)
C5H24NO7 | ωB97M-V/def2-TZVPD

XYZ file:
```
37
Properties=species:S:1:pos:R:3:lowdin_charge:R:1
C -0.500 0.087 -2.629 -0.1127
C -0.370 1.124 -1.547 -0.3011
N -0.220 0.746 -0.150 -0.0501
C -1.339 0.249 1.961 -0.0641
C -1.250 -0.114 0.483 -0.3209
C -1.126 -1.644 0.020 -0.2283
O -1.223 -2.397 1.207 -0.1441
H -1.511 -0.360 -2.716 0.0613
H 0.201 -0.769 -2.501 0.0726
H -0.405 0.532 -3.641 0.0749
H -1.121 1.930 -1.594 0.0892
H 0.500 1.772 -1.830 0.1162
H 0.660 0.218 -0.116 0.0540
H -2.346 -0.039 2.359 0.0850
H -0.578 -0.041 2.665 0.0643
H -1.354 1.336 2.050 0.0548
H -2.180 0.250 -0.036 0.0970
H -1.949 -1.977 -0.670 0.1158
H -0.199 -1.724 -0.563 0.0703
H 1.611 -1.722 1.164 -0.0381
H 2.808 -1.770 -0.090 -0.0161
O 1.950 -1.339 -0.167 -0.3610
H 1.260 2.543 2.722 0.0115
H 0.435 2.373 1.477 -0.0162
O 0.563 2.975 2.221 -0.0944
H -0.326 -2.218 1.708 0.0639
H 1.610 -2.858 2.330 0.0391
O 1.271 -1.985 2.127 -0.1384
H 1.887 0.069 1.639 0.0195
H 2.761 0.996 0.782 0.0249
O 2.546 0.822 1.703 -0.0882
H -3.098 1.689 -1.522 0.0218
H -3.831 0.613 -0.779 0.0264
O -3.651 0.914 -1.673 -0.0652
H 2.779 -0.150 -1.380 -0.0230
H 2.486 -0.157 -2.790 0.0053
O 3.247 0.028 -2.226 -0.1061
```

Summary:
net charge	-1
energy relative to the best compared isomer or geometry (same formula, charge and spin)	2.055	eV
molecular weight	210.25	g/mol
E_tot	-786.36191	Ha
2S+1	1

(4)
C3H4N4S | ωB97M-V/def2-TZVPD

XYZ file:
```
12
Properties=species:S:1:pos:R:3:lowdin_charge:R:1
C 1.409 1.157 0.060 -0.1147
C 1.194 -0.308 -0.074 -0.8280
S 2.382 -1.443 -0.074 0.7415
N -0.119 -0.613 -0.164 -0.2320
N -1.033 0.375 -0.101 0.1200
C -2.179 -0.345 -0.130 -0.1766
N -1.947 -1.605 0.077 0.0508
N -0.661 -1.741 0.057 0.0578
H 2.368 1.441 -0.207 0.0356
H 0.603 1.848 -0.502 0.1253
H 1.119 1.204 1.197 0.1353
H -3.137 0.029 -0.140 0.0850
```

Summary:
SMILES string	CC(=S)n1ncnn1
net charge	0
energy relative to the best compared isomer or geometry (same formula, charge and spin)	2.128	eV
molecular weight	128.16	g/mol
E_tot	-733.82909	Ha
2S+1	1